# 1
C30H78B2CoF8N4O14 | ωB97M-V with the def2-TZVPD basis set

Last column: Mulliken spin population.
Positions of all 137 atoms, in Å:
Co -3.843 -2.256 -2.186  2.788
B -1.618 -0.818 -1.006  0.023
F -2.330 -2.055 -0.744  0.013
F -2.495 -0.140 -1.859  0.007
F -1.402 -0.110 0.156  -0.003
F -0.408 -1.088 -1.678  -0.001
B -5.181 -3.075 0.043  0.000
F -4.770 -3.346 1.335  0.000
F -6.550 -3.282 -0.100  0.000
F -4.879 -1.731 -0.372  0.025
F -4.399 -3.777 -0.881  0.031
C 5.090 -1.912 3.589  0.000
O 4.572 -2.937 2.779  0.000
C 3.168 -2.907 2.686  0.000
C 2.618 -3.973 1.721  0.000
N 2.832 -3.673 0.326  0.000
C 2.092 -2.532 -0.226  0.000
C 2.414 -2.452 -1.695  0.000
O 3.772 -2.136 -1.940  0.000
C 4.093 -1.997 -3.282  0.000
H 4.870 -0.964 3.080  0.000
H 6.166 -2.034 3.692  0.000
H 4.664 -1.880 4.599  0.000
H 2.783 -1.910 2.429  0.000
H 2.798 -3.093 3.705  0.000
H 1.546 -4.105 1.894  0.000
H 3.090 -4.904 2.042  0.000
H 3.830 -3.616 0.162  0.000
H 2.431 -1.654 0.334  0.000
H 1.044 -2.788 -0.074  0.000
H 1.810 -1.630 -2.100  0.000
H 2.151 -3.355 -2.257  0.000
H 3.960 -0.977 -3.672  0.000
H 3.494 -2.626 -3.953  0.000
H 5.142 -2.232 -3.468  0.000
C -1.497 4.980 2.960  0.000
O -1.553 3.750 2.319  0.000
C -0.792 2.728 2.946  0.000
C 0.599 2.547 2.380  0.000
N 0.522 1.957 1.047  0.000
C 1.805 1.364 0.676  0.000
C 2.820 2.482 0.354  0.000
O 3.548 2.874 1.506  0.000
C 4.551 3.808 1.254  0.000
H -1.977 4.927 3.953  0.000
H -2.070 5.742 2.432  0.000
H -0.506 5.405 3.165  0.000
H -1.359 1.797 2.848  0.000
H -0.745 2.914 4.026  0.000
H 1.073 1.889 3.124  0.000
H 1.144 3.491 2.392  0.000
H -0.217 1.268 0.992  0.000
H 1.670 0.966 -0.334  0.000
H 2.177 0.618 1.383  0.000
H 2.274 3.352 -0.024  0.000
H 3.538 2.196 -0.425  0.000
H 4.231 4.709 0.714  0.000
H 5.353 3.375 0.642  0.000
H 5.002 4.197 2.166  0.000
C 0.064 -0.614 4.766  0.000
O -0.933 -1.346 4.096  0.000
C -0.500 -1.823 2.840  -0.001
C -1.405 -2.957 2.348  0.001
N -1.534 -3.986 3.369  0.000
C -2.484 -5.012 3.002  0.000
C -2.903 -5.830 4.218  0.000
O -3.292 -5.005 5.289  0.000
C -3.855 -5.679 6.367  0.000
H 0.330 0.284 4.196  0.000
H 0.945 -1.233 4.961  0.000
H -0.336 -0.287 5.725  0.000
H 0.491 -2.288 2.852  0.000
H -0.527 -0.959 2.168  0.000
H -0.875 -3.394 1.494  0.000
H -2.363 -2.540 2.019  -0.002
H -1.885 -3.492 4.188  0.000
H -2.009 -5.710 2.308  0.000
H -3.423 -4.641 2.571  0.000
H -2.126 -6.522 4.571  0.000
H -3.729 -6.495 3.928  0.000
H -3.865 -5.059 7.259  0.000
H -3.281 -6.578 6.644  0.000
H -4.847 -6.089 6.142  0.000
C 2.237 6.843 0.173  0.000
O 3.036 6.572 -0.960  0.000
C 2.303 6.630 -2.173  0.000
C 3.221 6.342 -3.351  0.000
N 3.198 4.963 -3.898  0.000
C 4.080 4.020 -3.195  0.000
C 3.595 2.575 -3.403  0.000
O 2.251 2.523 -2.981  0.000
C 1.691 1.229 -3.037  0.000
H 1.374 6.169 0.183  0.000
H 1.863 7.873 0.138  0.000
H 2.807 6.681 1.086  0.000
H 1.971 7.678 -2.258  0.000
H 1.356 6.079 -2.150  0.000
H 4.231 6.666 -3.097  0.000
H 2.933 6.933 -4.223  0.000
H 2.316 4.558 -3.575  0.000
H 4.148 4.204 -2.114  0.000
H 5.111 4.098 -3.558  0.000
H 4.243 2.000 -2.733  0.000
H 3.681 2.255 -4.444  0.000
H 2.341 0.499 -2.544  0.000
H 1.567 0.912 -4.081  0.000
H 0.713 1.248 -2.561  0.000
C -1.847 2.938 -1.372  0.000
C -0.923 4.125 -1.612  0.000
O -0.138 4.418 -0.484  0.000
O -2.949 3.307 -0.532  0.000
H -1.344 2.101 -0.889  0.000
H -2.294 2.594 -2.307  0.000
H -1.422 4.983 -2.059  0.000
H -0.249 3.789 -2.422  0.000
H 0.235 3.621 -0.060  0.000
H -2.600 3.446 0.362  0.000
C -6.162 -0.868 -3.595  0.002
C -6.601 -2.297 -3.246  -0.002
O -5.383 -3.077 -3.322  0.032
O -5.145 -0.481 -2.640  0.022
H -7.026 -0.205 -3.520  0.001
H -5.760 -0.780 -4.606  -0.001
H -7.298 -2.686 -3.988  0.001
H -7.010 -2.337 -2.238  0.000
H -5.461 -3.644 -4.091  0.002
H -5.444 0.387 -2.350  0.003
C -1.875 -2.673 -4.592  0.003
C -1.427 -3.576 -3.469  -0.006
O -2.589 -4.028 -2.774  0.027
O -2.826 -1.737 -4.062  0.030
H -2.423 -3.196 -5.385  0.000
H -0.973 -2.240 -5.034  0.001
H -0.779 -3.025 -2.781  0.002
H -0.781 -4.388 -3.810  0.000
H -2.438 -4.925 -2.462  0.001
H -3.139 -1.214 -4.806  0.000

## Properties
HOMO level (spin up / spin down) (eV): -8.170 / -8.169
<S²>: 3.754
Spin multiplicity: 4
Gap between HOMO and LUMO (spin up / spin down) (eV): 7.433 / 7.435
Net charge: 0


# 2
C30H78Cr2N4O17P | ωB97M-V with the def2-TZVPD basis set

Last column: Mulliken spin population.
Positions of all 132 atoms, in Å:
Cr 2.557 -1.118 1.807  3.826
Cr 0.948 0.681 -2.790  3.914
P 1.597 -0.452 -0.448  -0.016
O 0.117 -0.273 -0.806  -0.074
O 1.860 -1.899 0.074  0.000
O 1.987 0.444 0.718  0.014
O 2.481 -0.040 -1.676  -0.122
C 2.271 3.784 -2.952  0.043
C 1.790 3.437 -1.584  -0.008
O 0.763 2.410 -1.539  0.088
H 3.244 4.308 -2.868  0.004
H 1.609 4.483 -3.394  -0.001
H 2.478 3.038 -3.722  -0.001
H 1.331 4.282 -1.048  -0.003
H 2.651 3.086 -1.077  -0.003
H 0.811 2.091 -0.615  0.014
C -4.097 -2.300 3.387  0.000
O -3.837 -0.924 3.546  0.000
C -3.903 -0.167 2.383  0.000
C -2.899 -0.449 1.163  0.002
N -3.217 0.544 0.129  0.003
C -4.236 0.197 -0.768  0.001
C -4.053 -0.959 -1.744  -0.004
O -4.278 -0.465 -3.028  -0.002
C -4.432 -1.386 -4.063  0.001
H -4.710 -2.521 2.503  0.000
H -4.552 -2.560 4.360  0.000
H -3.153 -2.913 3.224  0.000
H -3.622 0.870 2.648  0.000
H -4.897 -0.011 1.952  0.000
H -2.854 -1.572 0.927  0.000
H -1.916 -0.284 1.479  0.002
H -2.345 0.623 -0.341  0.001
H -4.446 1.045 -1.374  -0.001
H -5.206 0.125 -0.222  0.000
H -4.809 -1.770 -1.513  0.000
H -3.063 -1.409 -1.594  0.001
H -3.613 -2.062 -4.157  0.000
H -4.534 -0.759 -4.928  0.000
H -5.353 -1.976 -4.001  0.000
C -1.766 2.006 -3.457  0.022
O -0.555 1.512 -4.089  -0.007
C -0.855 0.407 -5.000  -0.025
C 0.324 -0.390 -5.314  0.018
N 0.912 -0.961 -4.087  -0.075
C 2.069 -1.827 -4.258  0.105
C 1.754 -3.186 -4.827  -0.003
O 1.316 -3.050 -6.162  0.000
C 0.702 -4.254 -6.628  0.000
H -2.372 2.606 -4.131  0.003
H -1.434 2.645 -2.657  -0.010
H -2.310 1.150 -2.984  -0.008
H -1.278 0.808 -5.915  0.003
H -1.544 -0.226 -4.435  0.031
H 1.116 0.270 -5.749  0.005
H 0.035 -1.161 -6.054  0.011
H 0.186 -1.583 -3.687  -0.020
H 2.630 -1.853 -3.319  0.001
H 2.790 -1.368 -4.914  -0.007
H 0.990 -3.675 -4.156  0.000
H 2.709 -3.776 -4.709  0.001
H 1.394 -4.927 -7.161  0.000
H -0.161 -4.021 -7.217  0.000
H 0.274 -4.788 -5.806  0.000
C -0.547 -1.573 3.241  0.013
O 0.705 -0.876 3.305  0.006
C 1.067 -0.329 4.608  0.014
C 2.356 0.539 4.341  0.019
N 3.356 -0.267 3.585  0.049
C 4.175 -1.196 4.397  0.027
C 3.684 -2.647 4.198  0.006
O 3.082 -2.795 2.858  -0.093
C 2.564 -4.119 2.431  0.051
H -0.695 -2.149 4.137  0.004
H -0.583 -2.328 2.414  0.003
H -1.368 -0.842 3.158  0.000
H 1.278 -1.159 5.284  -0.003
H 0.283 0.357 4.901  0.000
H 2.826 0.882 5.282  0.005
H 2.017 1.384 3.733  -0.010
H 3.992 0.412 3.179  0.008
H 4.237 -0.828 5.451  0.002
H 5.202 -1.137 4.012  -0.001
H 3.024 -2.891 5.039  -0.002
H 4.575 -3.257 4.262  0.001
H 1.585 -4.360 2.902  0.002
H 3.307 -4.825 2.812  0.003
H 2.428 -4.139 1.395  -0.018
C -0.834 2.990 4.832  0.000
O 0.123 2.849 3.791  0.001
C -0.483 2.428 2.561  -0.003
C -0.270 3.330 1.343  0.003
N -0.795 4.702 1.532  0.000
C -2.233 4.738 1.326  0.000
C -2.803 6.141 1.492  0.000
O -2.305 6.604 2.689  0.000
C -2.547 7.966 2.987  0.000
H -1.522 2.167 4.841  0.000
H -1.474 3.866 4.763  0.000
H -0.296 2.973 5.775  0.000
H -1.566 2.377 2.655  0.001
H -0.052 1.393 2.418  0.010
H -0.721 2.930 0.426  -0.003
H 0.854 3.396 1.208  -0.002
H -0.535 5.168 2.409  0.000
H -2.814 4.042 1.998  0.000
H -2.516 4.480 0.302  0.000
H -3.879 6.273 1.417  0.000
H -2.312 6.739 0.667  0.000
H -2.014 8.311 3.859  0.000
H -3.606 8.091 3.136  0.000
H -2.202 8.632 2.101  0.000
C 4.990 -2.080 -0.742  -0.001
C 5.574 -1.930 0.606  0.012
O 4.988 -0.853 1.292  0.067
O 5.031 -0.854 -1.445  0.001
H 3.927 -2.509 -0.651  0.017
H 5.528 -2.851 -1.319  0.002
H 6.671 -1.736 0.511  0.002
H 5.403 -2.848 1.152  -0.003
H 4.909 -0.279 0.551  -0.007
H 4.122 -0.521 -1.605  0.013
C -1.332 -3.678 -1.868  0.000
C -0.721 -4.206 -0.607  -0.002
O -0.549 -3.123 0.380  0.011
O -0.718 -2.429 -2.261  0.031
H -2.376 -3.490 -1.798  0.000
H -1.143 -4.463 -2.618  0.000
H 0.267 -4.675 -0.819  0.000
H -1.465 -4.898 -0.183  0.000
H 0.366 -2.808 0.205  0.036
H -0.612 -1.747 -1.567  0.009

## Properties
HOMO level (spin up / spin down) (eV): -9.535 / -10.331
<S²>: 20.020
Spin multiplicity: 9
Gap between HOMO and LUMO (spin up / spin down) (eV): 8.010 / 8.743
Net charge: +1


# 3
C30H78F2N8O16S | ωB97M-V with the def2-TZVPD basis set

Last column: Löwdin charge in e.
Positions of all 135 atoms, in Å:
N 1.394 -1.202 -4.986  0.270
H 2.153 -0.847 -4.422  0.024
H 0.732 -0.517 -5.322  0.052
H 0.931 -1.675 -4.222  0.039
H 1.738 -1.866 -5.665  0.131
N 2.283 -1.795 -0.910  0.264
H 1.393 -1.778 -0.434  0.049
H 2.971 -2.298 -0.367  0.060
H 2.656 -0.862 -1.019  -0.007
H 1.848 -2.253 -1.698  0.066
N 0.730 1.072 -0.340  0.278
H 0.166 1.410 -1.107  0.045
H 0.373 0.178 -0.033  0.033
H 0.788 1.688 0.458  0.080
H 1.652 0.890 -0.711  0.026
N -1.965 -1.294 -1.759  0.279
H -1.824 -1.455 -0.772  0.053
H -1.541 -0.393 -1.928  0.059
H -2.907 -1.405 -2.106  0.133
H -1.261 -1.886 -2.175  0.065
S 3.786 0.667 -2.376  0.199
O 3.975 2.016 -2.889  -0.374
O 3.026 -0.081 -3.370  -0.369
O 5.179 0.232 -2.230  -0.407
O 3.089 0.556 -1.126  -0.392
F 0.446 -2.238 -2.709  -0.494
F -0.123 -1.341 0.370  -0.468
C 0.497 3.720 -4.689  -0.040
C 0.175 3.203 -3.370  -0.359
C -0.541 1.752 -3.373  -0.249
O -0.926 1.220 -2.315  -0.108
C -0.666 0.958 -4.619  -0.055
C -0.213 1.510 -5.779  -0.362
C 0.352 2.955 -5.782  -0.372
O 0.723 3.593 -6.857  -0.116
O -0.129 0.691 -6.794  -0.117
O 0.369 3.711 -2.280  -0.010
H 0.897 4.723 -4.709  0.102
H -1.005 -0.049 -4.427  0.086
C 4.322 -0.383 5.034  -0.052
O 3.301 0.405 4.366  -0.215
C 2.583 0.131 3.178  -0.201
C 1.527 1.193 2.878  -0.192
N 1.901 2.331 2.034  -0.048
C 1.599 3.609 2.709  -0.161
C 2.648 3.829 3.889  -0.201
O 3.877 4.198 3.242  -0.214
C 4.839 4.712 4.179  -0.087
H 4.005 -1.408 4.844  0.063
H 4.435 0.006 6.046  0.087
H 5.249 -0.322 4.463  0.068
H 2.156 -0.869 3.108  0.097
H 3.253 0.288 2.333  0.113
H 1.113 1.492 3.841  0.121
H 0.894 0.578 2.238  0.092
H 2.909 2.396 2.002  0.106
H 0.561 3.721 3.023  0.107
H 1.642 4.477 2.052  0.117
H 2.726 2.967 4.552  0.103
H 2.302 4.695 4.453  0.103
H 5.210 3.753 4.541  0.084
H 4.353 5.343 4.923  0.077
H 5.594 5.221 3.580  0.087
C -3.972 1.768 -1.203  -0.040
O -5.088 2.707 -1.005  -0.222
C -5.778 3.064 -2.196  -0.234
C -6.995 3.871 -1.808  -0.194
N -8.234 3.382 -2.479  -0.060
C -9.386 4.301 -2.564  -0.209
C -10.397 3.768 -3.603  -0.254
O -9.703 3.879 -4.772  -0.184
C -10.458 3.876 -5.905  -0.131
H -4.424 0.787 -1.353  0.081
H -3.517 1.759 -0.213  0.069
H -3.312 2.257 -1.920  0.089
H -6.137 2.238 -2.809  0.118
H -5.058 3.662 -2.756  0.125
H -6.838 4.936 -1.976  0.107
H -7.117 3.760 -0.730  0.114
H -7.993 3.343 -3.460  0.085
H -9.004 5.301 -2.771  0.113
H -9.981 4.264 -1.652  0.108
H -11.334 4.323 -3.562  0.121
H -10.569 2.753 -3.245  0.125
H -11.145 4.704 -6.077  0.085
H -11.213 3.126 -5.669  0.081
H -9.868 3.611 -6.783  0.100
C 2.147 -4.324 4.721  -0.096
O 0.780 -3.934 4.688  -0.175
C 0.444 -3.284 3.488  -0.227
C -0.981 -3.699 3.270  -0.162
N -1.484 -3.299 1.901  -0.038
C -2.944 -3.279 1.894  -0.253
C -3.551 -2.533 0.700  -0.230
O -3.383 -1.145 0.652  -0.217
C -3.017 -0.366 1.839  -0.049
H 2.804 -3.454 4.675  0.066
H 2.432 -4.963 3.885  0.068
H 2.383 -4.868 5.635  0.085
H 1.014 -3.531 2.592  0.101
H 0.576 -2.216 3.657  0.118
H -1.593 -3.160 3.993  0.104
H -1.210 -4.741 3.493  0.120
H -1.185 -2.523 1.328  0.041
H -3.485 -3.039 2.809  0.098
H -3.346 -4.289 1.811  0.104
H -4.592 -2.851 0.643  0.115
H -3.008 -2.911 -0.167  0.107
H -3.096 0.708 1.672  0.074
H -1.963 -0.548 2.048  0.069
H -3.587 -0.593 2.740  0.080
C 0.998 -4.609 -0.165  -0.102
O 2.382 -4.320 -0.103  -0.195
C 3.100 -4.723 1.053  -0.209
C 3.988 -3.572 1.482  -0.210
N 4.624 -2.880 0.358  -0.066
C 5.171 -1.571 0.656  -0.136
C 6.322 -1.733 1.768  -0.163
O 7.393 -2.624 1.333  -0.187
C 8.478 -2.533 2.219  -0.154
H 0.755 -5.661 -0.015  0.081
H 0.655 -4.473 -1.191  0.079
H 0.319 -3.993 0.424  0.054
H 3.727 -5.602 0.904  0.115
H 2.420 -5.092 1.820  0.089
H 4.700 -4.032 2.167  0.110
H 3.472 -2.849 2.114  0.103
H 5.468 -3.433 0.309  0.105
H 4.286 -0.992 0.921  0.091
H 5.524 -0.998 -0.201  0.103
H 6.012 -2.162 2.722  0.088
H 6.715 -0.761 2.065  0.108
H 9.249 -3.204 1.840  0.076
H 8.352 -3.061 3.165  0.082
H 9.036 -1.596 2.232  0.090

## Properties
HOMO level (eV): -0.927
Gap between HOMO and LUMO (eV): 4.236
Net charge: -2


no.,largest force on an atom (eV Å⁻¹)
1,2.5
2,3.4
3,8.0